The following is a quantum chemistry calculation of a cluster of 9 separate species, C48H123N9O15 in total, from the OMol25 dataset.

HOMO-LUMO gap, eV: 8.58
ΔE to the lowest compared entry with this formula, charge and spin, kcal/mol: 88.6
DFT total energy, eV: -95881.058
SMILES: COC[C@H](C)N.COC[C@H](C)N.COC[C@H](C)N.COCCNCCOC.COCCNCCOC.COCCNCCOC.COCCNCCOC.COCCNCCOC.COCCNCCOC

ORCA input file:
```
! wB97M-V def2-TZVPD RIJCOSX def2/J DEFGRID3
* xyz 0 1
C -2.3844 4.1071 -2.6105
O -2.5788 2.7547 -2.9538
C -3.5865 2.4623 -3.9415
C -3.1517 3.0266 -5.3577
C -4.1759 2.6583 -6.4645
N -1.8337 2.5354 -5.7267
H -3.2101 4.6133 -2.1105
H -1.9402 4.7538 -3.3672
H -1.6096 4.0541 -1.8456
H -3.6327 1.3738 -3.9748
H -4.5762 2.7851 -3.6184
H -3.2011 4.1070 -5.2227
H -4.3655 1.5884 -6.5511
H -3.8016 3.0700 -7.4018
H -5.1562 3.0536 -6.1984
H -1.4422 3.2381 -6.3375
H -1.2878 2.6240 -4.8815
C -0.0633 -2.7651 2.8288
O -0.4526 -3.6723 3.8060
C -1.8673 -3.6565 4.0442
C -2.1372 -4.1694 5.4553
C -1.6148 -3.1451 6.5466
N -1.4373 -5.4663 5.6694
H -0.1592 -1.7586 3.2361
H -0.5745 -2.7585 1.8662
H 0.9904 -2.9241 2.5993
H -2.3075 -2.6664 3.9251
H -2.2871 -4.2296 3.2175
H -3.2045 -4.3206 5.6166
H -0.5258 -3.1902 6.5309
H -1.9640 -3.3357 7.5614
H -1.9340 -2.1243 6.3365
H -0.5621 -5.3992 5.1698
H -1.9714 -6.1642 5.1716
C 1.2216 1.0709 1.2999
O 0.5220 0.1519 0.5579
C 0.0866 0.7278 -0.6282
C -0.8027 -0.3051 -1.3889
C -0.0699 -1.6537 -1.6363
N -1.2278 0.1348 -2.7640
H 2.1617 1.1245 0.7509
H 1.3047 0.5974 2.2782
H 0.7401 2.0447 1.3891
H -0.5610 1.5920 -0.4802
H 0.8561 0.9959 -1.3522
H -1.7284 -0.5143 -0.8529
H 0.7623 -1.5104 -2.3255
H -0.7708 -2.4028 -2.0045
H 0.3390 -2.1111 -0.7354
H -1.8195 0.9485 -2.6759
H -0.3772 0.3701 -3.2551
C 3.9627 1.8083 -9.7912
O 4.0672 1.8057 -8.4121
C 2.9887 2.5049 -7.7535
C 1.6836 1.7444 -7.5681
N 1.8218 0.6229 -6.6551
C 0.6012 -0.2184 -6.4517
C 0.9682 -1.2601 -5.3677
O 1.7348 -2.3836 -5.8704
C 3.1696 -2.3342 -5.5606
H 3.9885 2.8081 -10.2245
H 3.0510 1.3406 -10.1631
H 4.7950 1.1786 -10.1055
H 2.7393 3.4364 -8.2616
H 3.3486 2.8119 -6.7715
H 1.1914 1.4460 -8.4937
H 0.9427 2.4146 -7.1323
H 2.6516 0.0998 -6.8954
H 0.2218 -0.7098 -7.3476
H -0.2792 0.3579 -6.1671
H 0.0721 -1.7251 -4.9567
H 1.4576 -0.7562 -4.5342
H 3.7170 -1.4127 -5.7588
H 3.7625 -3.0874 -6.0794
H 3.3691 -2.5827 -4.5182
C -0.0567 9.5794 -2.4594
O 0.5828 8.4614 -1.8464
C 1.6172 8.7730 -0.8977
C 2.2094 7.5172 -0.2259
N 2.6226 6.5655 -1.2884
C 2.9833 5.3054 -0.6396
C 3.2455 4.1955 -1.6657
O 2.1884 3.7769 -2.5248
C 2.5694 2.7537 -3.4791
H -0.6200 10.1498 -1.7208
H -0.8779 9.2620 -3.1021
H 0.6217 10.2403 -2.9988
H 1.3083 9.3395 -0.0193
H 2.3897 9.3788 -1.3714
H 1.5035 7.1240 0.5057
H 3.1708 7.7416 0.2363
H 1.8498 6.4211 -1.9224
H 2.2330 4.9624 0.0729
H 3.9121 5.3166 -0.0693
H 3.6988 3.3501 -1.1480
H 4.0176 4.4824 -2.3796
H 1.6996 2.5468 -4.1027
H 2.8259 1.8179 -2.9826
H 3.3047 3.2137 -4.1393
C -3.6751 -2.1180 -2.0875
O -3.2176 -3.0997 -1.1369
C -2.9163 -4.3722 -1.6561
C -1.9577 -5.0725 -0.6834
N -2.6333 -5.2890 0.6152
C -3.3772 -6.5711 0.7100
C -4.2501 -6.6160 1.9331
O -5.2727 -5.6281 1.8847
C -6.1997 -5.8620 2.9958
H -4.5817 -2.5763 -2.4827
H -2.9346 -1.9042 -2.8583
H -3.9289 -1.1854 -1.5836
H -2.4195 -4.2379 -2.6170
H -3.8206 -4.9423 -1.8693
H -1.1253 -4.3896 -0.5132
H -1.6593 -6.0664 -1.0168
H -3.2771 -4.5194 0.7316
H -2.6783 -7.4059 0.6562
H -4.0393 -6.6640 -0.1508
H -3.7227 -6.4860 2.8782
H -4.6223 -7.6293 2.0836
H -5.9178 -5.7354 4.0411
H -6.6712 -6.8436 2.9473
H -7.0187 -5.1644 2.8207
C 4.6251 1.8998 1.3549
O 4.1597 1.0604 2.4145
C 5.2057 0.2372 2.8620
C 4.8396 -0.5907 4.1162
N 4.4791 0.0724 5.3516
C 3.2814 0.9624 5.2769
C 2.6420 1.3061 6.6008
O 2.1303 0.2010 7.3316
C 1.0552 -0.4457 6.7516
H 4.8176 1.4182 0.3962
H 5.5702 2.4091 1.5429
H 3.8297 2.6281 1.1965
H 6.0858 0.8555 3.0387
H 5.4962 -0.5225 2.1364
H 5.5668 -1.3801 4.3063
H 3.8577 -1.0342 3.9506
H 4.5361 -0.4700 6.2016
H 2.5353 0.6113 4.5640
H 3.6559 1.9010 4.8684
H 1.8375 2.0367 6.5160
H 3.3914 1.6534 7.3121
H 1.1730 -0.6030 5.6794
H 0.1772 0.1863 6.8856
H 0.9198 -1.3628 7.3249
C -6.6777 2.6995 8.4243
O -7.3224 2.8687 7.1638
C -7.0314 1.7322 6.3481
C -7.7781 1.8150 5.0139
N -7.2227 2.6598 3.9565
C -5.9679 2.0947 3.4222
C -5.5003 2.7946 2.1455
O -4.4434 2.1048 1.5394
C -3.9641 2.8088 0.3351
H -5.5926 2.7995 8.3993
H -6.9915 1.7750 8.9089
H -7.0022 3.6148 8.9194
H -7.2198 0.7849 6.8534
H -5.9567 1.7413 6.1661
H -8.7917 2.1188 5.2757
H -7.7928 0.8040 4.6069
H -7.9784 2.6352 3.2869
H -5.9514 1.0443 3.1315
H -5.2037 2.1963 4.1928
H -5.2508 3.8195 2.4198
H -6.3207 2.9017 1.4359
H -3.4580 3.7415 0.5843
H -4.8434 3.0363 -0.2675
H -3.2221 2.2116 -0.1948
C 6.6043 -4.6622 3.0072
O 6.7420 -4.4604 1.5974
C 6.4954 -5.6449 0.8445
C 6.6202 -5.4508 -0.6695
N 5.7272 -4.3905 -1.1002
C 4.3270 -4.8288 -1.2379
C 3.3666 -3.6386 -0.9840
O 3.6714 -3.1129 0.2909
C 3.0925 -1.8134 0.4927
H 7.4433 -5.1828 3.4690
H 5.6909 -5.1566 3.3379
H 6.5970 -3.6711 3.4607
H 5.5302 -6.1369 0.9645
H 7.2398 -6.3892 1.1271
H 6.4239 -6.3820 -1.2009
H 7.6476 -5.1559 -0.8832
H 5.6746 -3.7405 -0.3289
H 3.9529 -5.6242 -0.5933
H 4.3262 -5.3178 -2.2120
H 2.3344 -3.9684 -1.1013
H 3.6715 -2.8911 -1.7164
H 3.2776 -1.3637 1.4682
H 2.0165 -1.9004 0.3414
H 3.4033 -1.0773 -0.2487
*
```